Computed, not measured: a structure of composition C8H5N2O4ReS, with ωB97M-V/def2-TZVPD.

```
21
Properties=species:S:1:pos:R:3:forces:R:3
Re -0.90154 0.04916 0.49811 0.25 0.13 0.48
O -1.51621 3.61416 2.44802 0.02 0.02 0.01
C -1.10032 2.49061 2.05033 0.01 -0.01 -0.02
O -1.52406 1.89091 1.01628 -0.09 -0.06 -0.02
C -0.02332 1.80508 2.82050 -0.01 0.03 -0.01
C 0.65929 2.22953 3.94576 0.00 -0.01 0.00
C 1.65291 1.38352 4.44400 0.00 0.00 0.01
C 1.94054 0.16800 3.81171 0.00 0.01 0.01
C 1.20278 -0.16696 2.69192 0.02 -0.03 -0.02
N 0.24565 0.64202 2.22880 -0.08 -0.04 -0.18
C 1.27891 -1.36009 1.78710 -0.05 0.04 0.01
O 2.03439 -2.36480 1.89465 0.02 -0.04 -0.05
O 0.48212 -1.33292 0.79717 -0.06 -0.09 -0.01
H -2.21809 4.03874 1.90646 0.00 -0.01 -0.01
H 0.43487 3.17906 4.41716 0.00 0.00 0.00
H 2.21324 1.67357 5.32537 0.00 0.00 0.00
H 2.72388 -0.47021 4.20315 0.00 0.00 0.00
H 2.66322 -2.40466 2.64101 0.00 0.02 0.01
S -3.93900 -1.54216 -2.45715 -0.11 -0.07 -0.11
C -2.94493 -1.03992 -1.47370 0.12 0.03 0.25
N -2.06669 -0.59259 -0.64641 -0.04 0.08 -0.34
```
Positions in Å, forces in eV/Å.

Computed properties:
Maximum force ... 0.56 eV/A
Energy ... -32480.2420 eV
Spin multiplicity ... 2
Total charge ... +3
LUMO level (alpha / beta) ... -13.9 / -13.5 eV
Molar mass ... 411.41 g mol⁻¹

Computed, not measured: a cluster of 2 separate species, C8H5N2O4S in total at a distorted geometry, with ωB97M-V/def2-TZVPD.

```
20
Properties=species:S:1:pos:R:3:forces:R:3
C 0.75894 0.83946 0.47620 -0.17 2.45 0.15
C 0.58130 -0.29507 1.28154 1.45 1.62 0.92
C -0.02032 1.06764 -0.64305 -0.70 -0.74 -1.33
C -0.43692 -1.16830 1.02514 0.32 -0.45 -0.16
C -0.94208 0.10057 -1.01165 0.63 -1.17 -1.29
C -1.17642 -0.98285 -0.16370 1.18 0.36 1.00
C -2.10305 -1.89962 -0.60053 -2.25 0.15 -0.59
C -4.43879 -0.79932 -0.12708 0.10 -1.31 -1.60
N -2.59953 -3.00134 -0.28545 -1.29 -1.01 -1.11
N -3.29068 -3.92334 -0.39278 0.58 -0.21 0.97
O -5.49105 1.14788 1.04811 -0.53 0.11 1.05
O -3.02910 1.32269 0.89870 -0.85 -0.60 -0.15
O -4.44892 1.51220 -1.09527 0.44 -0.15 0.15
O -5.31491 -1.35536 -0.66102 1.23 0.34 1.09
S -4.29901 1.03584 0.26664 0.49 1.27 -0.78
H 1.31437 1.77433 0.77175 0.14 -1.61 0.09
H 1.30289 -0.31750 2.13640 -1.02 -0.56 -0.57
H 0.04999 1.87407 -1.38433 0.55 0.09 0.85
H -0.57445 -2.06464 1.64122 -0.15 0.42 -0.26
H -1.27134 -0.08413 -2.08250 -0.17 1.01 1.57
```
Positions in Å, forces in eV/Å.

Computed properties:
Maximum force ... 2.46 eV/A
Energy ... -30378.9418 eV
Spin multiplicity ... 1
Total charge ... -1
LUMO level (alpha / beta) ... 3.0 / 2.1 eV
Molar mass ... 225.21 g mol⁻¹
Energy relative to the best compared isomer or geometry (same formula, charge and spin) ... 128.2 kcal per mole

Computed, not measured: a cluster of 29 separate species, C8H66FNO35 in total at a distorted geometry, with ωB97M-V/def2-TZVPD.

```
111
Properties=species:S:1:pos:R:3:forces:R:3
C -3.11342 -3.05336 2.37710 1.44 -0.87 0.24
C -2.08004 -2.63160 3.55871 -2.42 1.53 0.43
O -2.50580 -1.90191 4.49260 2.40 -2.69 -2.91
O -0.74625 -3.11754 3.41809 -1.92 1.59 -0.23
C 0.22688 -2.04010 3.30920 2.13 0.61 1.24
C 0.62661 -1.63947 1.81105 -0.68 -0.61 0.43
C -0.33279 -0.56191 1.11792 1.38 0.70 -2.15
F -0.61284 -1.20556 -0.16815 -0.73 1.37 2.27
O -1.48789 -0.06666 1.85671 2.08 0.06 1.04
C -0.93674 1.02621 2.62457 0.08 1.47 3.12
O -1.15432 1.29554 3.83279 0.50 -1.43 -6.07
O -0.02362 1.76693 1.81401 -1.38 -3.17 1.40
C 0.26795 0.86504 0.69581 0.16 1.76 -1.39
C -0.42329 1.65225 -0.54176 0.69 -0.95 -1.57
O -1.81373 1.99712 -0.23633 2.10 -0.72 -0.61
N -1.94335 3.31859 0.05752 -2.22 -0.85 2.50
O -2.85587 3.37323 0.84858 1.29 1.35 -1.48
H -2.54478 -3.74769 1.64634 -1.00 1.26 1.15
H -3.52733 -2.14246 1.82141 0.70 -1.14 1.12
H -3.94500 -3.68659 2.83271 1.12 1.16 -0.66
H 1.20387 -2.43522 3.81262 -1.83 0.64 -0.97
H -0.13280 -1.17731 3.96759 0.48 -1.00 -1.09
H 1.73496 -1.31575 1.73115 -2.07 -0.35 0.37
H 0.56854 -2.61358 1.18730 0.00 1.80 1.00
H 1.38727 0.93808 0.45588 -1.52 -0.58 0.64
H -0.45355 1.01267 -1.50355 0.18 0.90 1.70
H 0.19153 2.59649 -0.81076 -1.14 -1.50 0.74
O -0.00132 4.31327 -2.20877 -0.03 -0.04 -0.05
H -0.10789 5.08841 -1.64466 0.01 -0.20 -0.03
H 0.09912 4.68367 -3.10105 0.03 -0.06 0.33
O 1.03547 0.99005 -3.65179 0.18 -0.34 0.47
H 0.65393 0.57350 -4.43399 0.16 0.14 0.06
H 0.90508 1.93627 -3.80441 0.02 -0.10 -0.19
O -5.01566 -0.24958 3.66268 0.23 -0.02 0.15
H -4.85256 0.70006 3.77367 -0.07 -0.14 -0.26
H -4.17423 -0.66181 3.90425 -0.11 -0.06 0.09
O -3.95505 -5.86978 2.44538 0.05 -0.66 -0.01
H -4.69677 -6.44137 2.20668 -0.08 0.23 0.15
H -3.39376 -6.43242 2.99726 0.09 0.07 -0.13
O 2.33405 2.92590 -5.28961 0.03 0.02 -0.19
H 2.24766 2.81984 -6.24805 -0.03 0.13 -0.01
H 3.15824 2.47008 -5.07764 -0.15 0.08 0.07
O -1.39065 1.86965 -4.33359 -0.37 0.13 0.06
H -2.15966 2.43255 -4.17286 0.01 -0.13 -0.15
H -1.48038 1.16072 -3.68431 0.09 0.14 -0.04
O 3.52366 1.13989 -1.83776 -0.01 -0.21 0.31
H 2.66444 1.03180 -2.27194 -0.09 0.05 -0.26
H 3.88981 0.24703 -1.81801 -0.02 0.16 -0.04
O -1.64871 -7.00761 1.18347 0.06 0.17 -0.36
H -2.44849 -6.51712 0.94879 0.02 -0.02 0.24
H -0.97943 -6.67008 0.57560 -0.02 -0.14 0.16
O -4.74869 2.55868 3.18458 -0.10 0.57 0.02
H -5.55916 3.02849 2.94889 0.04 -0.18 0.00
H -4.09120 2.89942 2.56255 0.01 -0.21 0.05
O -4.04895 1.14409 -5.55240 -0.08 0.00 -0.04
H -4.47897 1.09726 -6.41447 0.04 -0.01 0.19
H -3.24540 0.61525 -5.66270 -0.06 0.06 -0.09
O 3.43020 -1.93930 4.39154 0.17 0.26 0.02
H 3.60719 -0.99870 4.52346 -0.06 -0.08 -0.20
H 4.26263 -2.37093 4.63369 -0.24 -0.18 0.03
O -5.81305 4.06549 5.78511 -0.03 -0.12 -0.17
H -5.16601 3.87419 5.09210 -0.02 -0.09 0.13
H -6.23946 3.21494 5.94713 0.11 0.13 0.01
O 4.02293 4.64898 -6.99077 0.30 0.24 -0.06
H 3.61458 5.23161 -6.33862 -0.06 -0.33 0.01
H 4.84495 5.10050 -7.22645 -0.11 -0.02 -0.22
O 3.87423 2.99347 0.93056 -0.07 -0.31 0.01
H 3.81456 2.37279 0.19136 -0.09 0.18 -0.24
H 3.39217 2.55528 1.64450 0.10 0.14 0.00
O -0.10231 -5.38683 5.65369 0.09 0.02 0.05
H -0.12735 -4.66861 5.00754 -0.10 -0.16 0.02
H 0.55058 -5.09235 6.30386 0.06 0.07 -0.03
O -1.52213 -2.63715 7.29539 -0.21 -0.09 0.01
H -1.95434 -2.51458 6.43765 0.13 0.16 0.00
H -2.17975 -3.10481 7.82414 0.18 0.04 -0.05
O -6.30958 -4.82641 3.67770 -0.08 0.29 0.16
H -6.63501 -3.91731 3.65126 -0.01 -0.14 0.00
H -5.48826 -4.76627 4.18120 -0.09 -0.09 -0.15
O 0.20966 6.31023 -4.00161 0.01 0.62 -0.39
H 0.10326 7.08910 -3.44058 0.01 -0.16 -0.02
H 0.30973 6.67378 -4.89019 0.00 -0.16 0.10
O 0.08765 -8.12935 7.29665 0.02 0.20 0.18
H 0.01119 -7.78907 8.19616 0.01 -0.09 -0.16
H 0.05828 -7.33662 6.74340 -0.08 -0.06 -0.14
O -1.88193 0.05024 -7.22881 -0.17 0.01 -0.12
H -2.26055 -0.36611 -8.01313 0.12 0.00 0.13
H -2.01039 0.99679 -7.37990 0.10 0.08 -0.04
O 2.75497 -2.69036 0.12753 0.46 -0.11 -0.37
H 2.66920 -2.79636 -0.82885 -0.07 0.02 0.13
H 3.57553 -3.15338 0.34176 -0.13 0.04 0.06
O 1.66456 3.06627 -8.48788 -0.26 0.20 -0.07
H 0.85818 3.54262 -8.72335 0.09 -0.14 -0.04
H 2.32780 3.41404 -9.09659 -0.02 -0.04 0.22
O 2.16023 -4.14462 7.21136 -0.01 0.26 0.17
H 1.82984 -3.23694 7.18231 -0.04 -0.13 -0.04
H 2.98075 -4.07888 7.71489 -0.07 -0.11 -0.19
O 4.28087 0.40127 2.35879 -0.15 -0.08 -0.24
H 4.78427 0.84374 1.66222 0.01 0.09 0.20
H 3.63353 -0.13096 1.87826 0.15 -0.10 0.14
O 4.28455 1.47212 -8.59145 0.05 0.31 -0.06
H 4.17426 2.24941 -8.02636 0.03 -0.09 0.00
H 4.38627 1.83992 -9.47778 0.05 -0.15 0.12
O 5.38936 -3.01544 6.24239 0.28 0.19 0.10
H 5.56680 -2.07532 6.37761 -0.04 -0.13 0.10
H 6.21994 -3.44646 6.48140 -0.14 -0.02 -0.11
O 6.25746 6.30287 -8.72401 0.12 0.20 0.18
H 6.22258 7.02024 -9.36895 -0.07 -0.16 0.06
H 6.90952 6.60165 -8.07725 -0.04 -0.08 -0.13
O -1.84100 3.10888 -7.91807 0.35 0.23 0.00
H -2.17906 4.01269 -7.94342 -0.12 -0.21 0.03
H -1.02285 3.17845 -7.40750 -0.15 -0.15 0.10
```
Positions in Å, forces in eV/Å.

Computed properties:
Maximum force ... 6.25 eV/A
Energy ... -85232.7563 eV
Spin multiplicity ... 1
LUMO level ... -0.5 eV
Molar mass ... 755.59 g mol⁻¹